Record 1
Entry from OMol25: a cluster of 3 separate species, C19H29ClO6 in total in a non-equilibrium geometry (the ωB97M-V functional and the def2-TZVPD basis).

```
55
Properties=species:S:1:pos:R:3:forces:R:3
Cl 1.038 -0.950 1.422 -0.586 1.514 -0.711
O -1.831 2.064 -1.706 0.703 -0.570 0.347
O 0.385 -3.528 -1.425 -0.201 -0.084 -0.278
O -2.518 0.992 3.423 -0.087 0.310 0.105
O -4.447 2.905 2.246 0.227 -0.216 -0.163
O 0.372 -6.345 -2.346 0.271 0.196 0.104
O 1.215 2.221 2.140 -0.016 -0.222 -0.922
C 2.450 3.929 -0.252 -0.057 0.309 1.047
C -4.728 1.551 2.587 -0.174 0.377 0.398
C 1.257 2.923 -0.199 -0.584 0.287 -1.717
C 3.858 3.276 -0.575 -0.517 -0.240 -0.009
C 0.194 -5.914 -1.001 -0.484 -0.088 -0.283
C -0.362 0.474 -0.525 0.736 0.259 0.762
C 1.714 -6.204 -2.786 -0.108 -0.097 -0.097
C 4.310 0.794 -1.041 0.208 1.737 -1.462
C -1.748 2.078 3.918 0.163 -0.138 -0.077
C 0.486 0.496 0.549 -0.596 0.856 -1.147
C 4.920 -0.177 -0.670 0.385 -1.096 -0.060
C 0.410 2.894 -1.285 0.662 -1.228 2.089
C -3.893 1.097 3.774 0.115 -0.403 -0.416
C 3.831 2.136 -1.683 0.336 -1.063 0.720
C -3.630 3.012 1.090 -0.074 0.126 0.054
C -0.480 -4.553 -0.944 0.432 0.074 0.359
C -0.747 1.838 -1.222 1.002 0.201 -0.260
C 1.002 1.925 0.990 0.514 -0.350 -0.508
C 0.039 -3.100 -2.732 0.148 0.061 0.088
H -4.223 0.097 4.073 -0.055 0.018 0.020
H -2.186 3.041 3.646 -0.056 -0.003 0.051
H 2.093 -5.195 -2.607 0.022 -0.014 0.054
H 1.147 -5.900 -0.463 -0.015 0.089 -0.037
H -4.575 0.890 1.727 0.090 0.012 0.057
H -0.903 -2.543 -2.709 -0.066 -0.036 -0.117
H -0.702 -4.314 0.102 -0.033 -0.039 -0.003
H 2.353 -6.936 -2.281 0.095 0.073 0.001
H 0.603 3.577 -2.147 -0.724 -0.699 0.767
H 2.820 1.934 -2.127 0.788 0.425 0.554
H 4.549 4.094 -0.934 -0.684 -0.891 0.685
H 0.827 -2.436 -3.092 -0.008 -0.024 0.118
H 4.494 2.445 -2.545 -0.532 -0.723 1.035
H 1.742 -6.401 -3.859 -0.090 -0.036 0.074
H -0.457 -6.648 -0.515 0.011 0.027 0.051
H 5.473 -1.122 -0.474 -0.935 1.446 -0.030
H 2.554 4.432 0.761 -0.166 -0.580 -1.087
H -0.751 2.013 3.481 -0.109 -0.097 0.061
H -3.330 4.055 0.981 -0.090 -0.033 0.066
H -4.195 2.717 0.201 0.116 -0.057 -0.068
H -0.753 -0.493 -0.929 0.120 1.132 0.422
H -0.048 -3.943 -3.422 -0.063 0.020 0.015
H -5.786 1.506 2.863 0.006 -0.058 0.002
H 4.232 2.814 0.385 -0.156 0.665 -1.138
H -2.729 2.398 1.175 -0.042 -0.043 -0.021
H -1.656 2.005 5.007 -0.013 0.119 0.017
H -1.425 -4.561 -1.496 0.075 -0.064 -0.044
H -4.032 1.768 4.627 -0.009 0.056 -0.083
H 2.214 4.773 -0.970 0.104 -1.195 0.615
```
Forces are in eV/Å.

- Total energy: -44973.7781 eV
- Gap between HOMO and LUMO: 7.9984 eV
- SMILES: C#CCCCC1=CC(=O)C=C(Cl)C1=O.COCCOC.COCCOC


Record 2
Entry from OMol25: a cluster of 3 separate species, C19H29FNO10PS in total in a non-equilibrium geometry (the ωB97M-V functional and the def2-TZVPD basis).

```
62
Properties=species:S:1:pos:R:3:forces:R:3
S -0.345 0.146 -1.166 0.187 0.625 -0.831
P 3.139 -1.798 0.133 1.110 0.540 0.579
F -0.943 0.162 0.278 -0.129 -0.063 0.306
O 3.268 2.215 3.947 -0.021 -0.034 0.065
O 2.839 1.260 1.970 -0.382 0.154 0.069
O -3.066 7.050 -1.989 -0.102 -0.043 0.053
O 3.546 -1.676 -1.405 -0.434 -0.377 -0.169
O -1.395 -0.252 -2.030 -0.013 -0.232 -0.017
O -1.719 -3.496 -1.640 -0.037 -0.288 -0.010
O 0.269 1.412 -1.332 0.216 0.011 0.318
O 3.048 -3.362 0.459 -0.391 0.046 -0.365
O 4.141 -1.186 1.004 -0.071 -0.092 0.329
O -2.295 5.008 -1.492 -0.004 -0.056 -0.034
N 0.794 -1.023 -1.068 -0.590 -0.695 0.706
C -2.362 6.121 -2.257 0.140 0.219 -0.037
C 1.516 -0.998 0.225 0.227 0.203 -0.882
C 3.629 1.574 2.809 0.211 0.015 -0.270
C 0.306 -2.342 -1.528 -0.676 0.067 0.054
C -1.124 4.492 -3.467 0.030 0.115 -0.074
C -0.812 -3.000 -0.690 1.032 -0.021 0.293
C -4.887 -0.918 -0.450 0.279 -0.274 0.003
C -0.252 -4.090 0.223 -0.628 0.269 0.061
C -2.898 -4.061 -1.096 -0.604 0.306 -0.239
C -4.758 -2.163 1.620 0.219 -0.111 -0.272
C 5.516 1.590 4.245 0.045 -0.016 -0.112
C -4.021 -3.159 0.977 -0.268 0.680 -0.409
C -5.176 -1.044 0.908 0.063 -0.165 -0.090
C -4.159 -1.906 -1.100 -0.159 -0.209 0.786
C 5.128 1.371 2.783 0.097 -0.093 0.474
C 4.435 2.554 4.715 0.126 -0.003 0.083
C -3.729 -3.023 -0.378 0.190 -0.206 0.062
C -1.292 4.107 -2.003 0.046 -0.052 -0.079
C -1.410 5.992 -3.433 -0.084 -0.465 -0.066
H -2.712 -4.931 -0.469 0.193 -0.032 0.176
H -1.055 -4.500 0.829 -0.067 -0.218 0.054
H -0.111 -2.193 -2.515 0.078 -0.038 -0.220
H -1.253 -2.247 -0.031 -0.376 0.108 -0.172
H 4.690 3.597 4.511 0.003 -0.002 -0.025
H -0.375 4.248 -1.429 -0.002 -0.003 0.011
H 5.566 2.122 2.124 -0.017 -0.022 -0.061
H 0.202 -4.893 -0.350 0.177 -0.093 -0.044
H 0.442 -3.651 0.930 0.351 -0.042 -0.003
H 5.365 0.377 2.418 -0.085 0.029 -0.233
H 1.777 0.036 0.436 0.133 0.154 0.154
H -1.878 6.357 -4.343 0.033 0.207 0.054
H -3.668 -4.022 1.518 0.033 -0.164 0.119
H 6.524 1.974 4.388 -0.028 0.063 -0.003
H -5.725 -0.259 1.405 -0.081 0.055 0.096
H -5.202 -0.047 -1.001 -0.105 0.130 0.001
H -1.881 3.988 -4.070 0.004 -0.021 0.010
H -0.515 6.578 -3.217 -0.023 0.070 -0.019
H 5.434 0.649 4.791 0.001 0.007 0.014
H -3.900 -1.839 -2.143 0.015 0.151 -0.195
H -0.147 4.231 -3.866 0.025 -0.003 0.067
H 1.137 -3.033 -1.618 0.367 0.163 -0.045
H 0.922 -1.352 1.064 -0.008 -0.239 0.083
H 4.201 2.451 5.772 -0.139 0.009 -0.030
H 4.511 -1.718 -1.441 0.117 0.122 -0.160
H -4.970 -2.271 2.672 -0.106 0.109 0.109
H 2.782 -3.881 -0.308 -0.074 -0.198 0.044
H -3.465 -4.413 -1.954 0.055 -0.100 -0.190
H -1.631 3.086 -1.872 -0.096 0.042 0.124
```
Forces are in eV/Å.

- Total energy: -64982.5802 eV
- Gap between HOMO and LUMO: 9.6079 eV
- SMILES: C[C@@H](CN(CP(=O)(O)O)S(=O)(=O)F)OCc1ccccc1.O=C1CCCO1.O=C1CCCO1


Record 3
Entry from OMol25: the ion C19H29N2O4 with charge +1 (the ωB97M-V functional and the def2-TZVPD basis).

```
54
Properties=species:S:1:pos:R:3:forces:R:3
O -0.703 -1.109 -0.124 0.167 0.032 0.105
O -1.776 -0.037 -3.382 0.311 0.299 -0.180
O 4.833 0.985 1.893 -0.041 -0.255 -0.288
O -1.634 -2.293 -3.248 -0.306 -0.047 0.098
N -3.442 -1.239 -2.439 -0.033 -0.081 -0.048
N -3.206 -0.915 0.085 0.615 -0.203 -0.185
C 5.296 1.863 2.910 0.137 0.616 0.224
C 1.928 -0.472 0.397 -0.213 0.086 0.125
C -2.908 -0.727 1.520 0.151 0.080 0.625
C -4.122 -0.039 -2.022 0.115 0.172 -0.133
C -0.469 -0.392 0.861 -0.226 0.059 0.092
C -3.697 0.310 -0.580 -0.200 0.489 -0.440
C -0.616 -2.232 -5.468 -0.151 0.011 0.399
C -3.857 -2.420 -1.720 -0.006 -0.260 -0.095
C 5.146 3.334 2.523 0.018 -0.292 0.085
C -1.632 0.099 1.719 -0.175 -0.157 -0.271
C 3.224 -0.126 0.653 0.186 0.130 0.121
C 5.725 4.241 3.600 -0.109 -0.122 -0.157
C 0.871 0.013 1.196 0.648 0.064 -0.005
C -0.392 -2.277 -3.965 0.511 0.130 -0.342
C 1.191 0.871 2.260 -0.237 -0.310 -0.357
C -2.219 -1.109 -3.061 -0.191 -0.133 0.119
C -4.080 -2.055 -0.237 -0.345 -0.509 -0.177
C 2.492 1.227 2.517 0.456 0.179 0.175
C 3.541 0.733 1.724 -0.515 -0.192 -0.137
H -2.194 -1.135 -0.287 -0.624 0.176 0.201
H 4.035 -0.498 0.048 0.092 -0.052 -0.073
H -3.757 -0.256 2.024 0.049 -0.108 -0.100
H 0.341 -2.288 -5.977 0.102 -0.009 -0.082
H -2.888 1.040 -0.603 0.008 -0.076 0.084
H 0.190 -1.410 -3.638 -0.050 -0.188 0.016
H 2.695 1.892 3.341 0.051 0.065 0.055
H -5.198 -0.211 -2.089 0.035 0.035 0.039
H -2.754 -1.716 1.958 -0.088 0.054 -0.122
H -1.235 -3.068 -5.783 -0.013 -0.082 -0.068
H 5.212 4.092 4.548 -0.021 0.037 0.137
H 4.091 3.571 2.364 0.004 -0.008 -0.065
H -4.783 -2.816 -2.149 0.067 -0.040 0.129
H -5.119 -1.774 -0.044 0.099 0.042 0.077
H 6.356 1.616 3.017 -0.159 -0.003 0.057
H 1.688 -1.127 -0.426 0.029 -0.049 -0.066
H 0.109 -3.200 -3.666 -0.048 0.135 0.007
H -3.829 -2.905 0.398 0.003 0.132 0.036
H 5.616 5.282 3.311 0.028 0.098 0.047
H 6.782 4.035 3.746 0.134 0.026 0.066
H -3.077 -3.175 -1.825 -0.156 0.048 0.087
H -1.106 -1.302 -5.744 0.000 0.061 -0.062
H -3.847 0.767 -2.703 -0.126 -0.052 0.156
H -4.538 0.719 -0.014 0.101 -0.067 0.077
H -1.360 0.046 2.772 -0.032 0.062 -0.025
H 0.417 1.280 2.891 -0.075 0.044 0.089
H 5.667 3.499 1.578 -0.058 -0.033 -0.046
H -1.804 1.152 1.479 0.037 0.026 0.067
H 4.795 1.652 3.861 0.042 -0.059 -0.070
```
Forces are in eV/Å.

- Total energy: -31338.6148 eV
- Gap between HOMO and LUMO: 8.4421 eV
- SMILES: CCCOc1ccc(C(=O)CC[NH+]2CCN(C(=O)OCC)CC2)cc1
- Charge: +1
- Relative energy (zero: lowest compared OMol25 entry of this formula, charge and spin): 0.0 kJ/mol


Record 4
Entry from OMol25: the molecule C19H29N3O2 (the ωB97M-V functional and the def2-TZVPD basis).

```
53
Properties=species:S:1:pos:R:3:forces:R:3
O 1.412 3.570 -1.223 0.334 0.255 0.012
O -1.694 -0.970 -0.175 -0.278 -0.225 0.135
N 0.192 2.057 -0.038 -0.173 -0.152 0.210
N 0.150 -0.359 -1.329 0.476 0.079 -0.313
N 1.735 -3.726 -0.818 0.070 -0.121 -0.040
C -3.155 3.356 3.253 -0.109 0.008 0.006
C 0.955 3.077 2.073 -0.051 -0.211 -0.147
C 1.102 1.915 1.075 0.335 0.233 0.058
C -2.657 4.187 2.264 -0.101 0.036 -0.039
C 0.505 -1.696 -1.745 0.034 -0.328 0.167
C -0.597 -4.435 -0.062 0.307 0.043 0.056
C -0.800 2.840 -1.986 -0.060 0.079 -0.019
C -0.472 3.207 2.523 0.119 0.110 0.077
C 3.077 -3.939 -2.871 -0.277 -0.130 0.083
C 0.921 -4.425 0.157 -0.179 -0.067 0.065
C -0.980 2.381 3.518 0.002 0.053 -0.019
C -1.869 2.131 -1.156 -0.027 -0.008 -0.065
C -1.323 4.112 1.901 0.043 -0.032 0.031
C -1.064 1.350 -0.100 -0.319 -0.313 0.111
C -0.899 -0.120 -0.519 0.065 0.537 0.187
C 1.605 -2.289 -0.830 -0.082 0.059 -0.126
C -2.313 2.456 3.882 -0.031 -0.085 0.058
C 1.818 -4.361 -2.119 0.225 0.064 0.003
C 0.409 2.910 -1.065 -0.251 0.067 -0.381
H 1.135 -3.981 1.133 0.010 -0.094 0.010
H 0.823 0.375 -1.487 -0.122 0.008 0.108
H -0.326 1.675 4.010 0.079 -0.078 0.062
H -2.499 1.469 -1.747 -0.042 0.008 0.054
H -3.309 4.895 1.773 -0.052 0.059 -0.035
H 3.947 -4.058 -2.231 0.111 -0.002 0.054
H 3.203 -4.562 -3.753 0.042 0.004 -0.137
H 1.866 -5.439 -1.943 -0.091 0.023 -0.044
H -2.695 1.807 4.657 -0.033 -0.050 0.064
H -0.526 2.272 -2.878 0.047 0.032 -0.007
H -1.023 -3.443 0.060 -0.098 0.090 -0.030
H -4.196 3.412 3.535 -0.082 0.008 0.027
H 0.935 -4.166 -2.749 0.002 -0.104 0.015
H -1.093 3.838 -2.306 0.086 -0.003 -0.018
H 0.895 0.961 1.563 0.046 0.010 -0.034
H 0.840 -1.663 -2.784 -0.070 -0.061 0.020
H -0.936 4.761 1.129 0.064 0.088 -0.078
H -1.570 1.353 0.871 0.068 -0.063 -0.138
H 2.125 1.910 0.686 -0.080 -0.098 0.060
H -2.507 2.860 -0.657 0.021 -0.046 0.018
H 1.612 2.887 2.923 0.043 0.050 0.003
H 1.282 -5.458 0.182 0.003 0.047 0.081
H 3.021 -2.902 -3.193 0.050 0.146 -0.076
H -0.840 -4.811 -1.053 -0.094 -0.042 -0.114
H 1.277 3.994 1.578 0.059 -0.014 0.040
H -0.403 -2.295 -1.678 0.096 0.013 -0.109
H 1.394 -1.972 0.195 0.029 0.059 -0.030
H -1.058 -5.091 0.672 -0.105 -0.083 0.063
H 2.570 -1.857 -1.119 -0.059 0.140 0.062
```
Forces are in eV/Å.

- Total energy: -28740.2548 eV
- Gap between HOMO and LUMO: 8.8311 eV
- SMILES: CCN(CC)CCNC(=O)[C@@H]1CCC(=O)N1CCc1ccccc1
- Relative energy (zero: lowest compared OMol25 entry of this formula, charge and spin): 116.4 kJ/mol


Record 5
Entry from OMol25: a structure of composition C19H30Br2N3O3 in a non-equilibrium geometry (the ωB97M-V functional and the def2-TZVPD basis).

```
57
Properties=species:S:1:pos:R:3:forces:R:3
Br 1.675 -2.537 -2.418 0.325 0.789 -0.368
Br 0.068 -1.329 -0.003 0.011 1.159 0.108
O 0.691 0.462 2.860 0.403 0.532 -0.424
O -1.231 1.327 2.176 0.860 1.058 -1.624
O 1.513 -5.120 2.109 -0.030 0.233 0.022
N 2.099 -3.628 3.732 0.144 -0.371 -0.021
N -4.477 0.133 -0.328 1.017 -0.058 -1.543
N -0.268 2.062 -0.710 -1.074 -1.451 -0.440
C 1.349 -0.029 -0.757 0.679 -0.188 -0.937
C -3.372 -0.518 -3.029 -2.090 0.249 3.488
C 1.029 2.403 1.495 -1.225 1.107 -0.239
C -3.401 0.809 -0.812 -0.250 -1.399 -1.702
C -2.142 3.795 -1.475 0.058 -0.071 -0.283
C 2.882 -3.345 4.918 -0.213 0.161 -0.157
C -4.536 -1.228 -2.469 2.202 1.997 0.031
C 2.288 -0.749 -1.868 1.503 0.520 0.817
C -2.867 0.519 -2.125 0.766 0.395 -0.462
C -4.982 -0.800 -1.156 -0.860 -1.254 -0.772
C 0.167 1.325 2.215 0.233 -1.392 0.821
C -1.649 1.369 -2.636 1.022 -0.693 0.194
C -1.177 2.601 -1.793 -0.058 2.038 -2.326
C 0.666 1.174 -1.499 0.566 -1.710 -0.830
C 3.741 -0.934 -1.242 -0.695 -0.438 -0.042
C 1.235 -2.596 3.193 0.077 -0.288 -0.040
C 0.314 3.050 0.232 1.138 0.513 1.402
C -0.243 0.569 -2.674 -0.242 0.922 -0.644
C 2.146 -4.829 3.105 0.023 0.051 0.078
H 1.127 3.254 2.229 -0.042 -0.807 -0.667
H 4.335 0.014 -1.252 -0.700 -0.589 0.187
H 4.325 -1.684 -1.833 -0.600 0.630 0.614
H -5.889 -1.333 -0.771 0.948 0.580 -0.250
H 3.480 -4.209 5.205 -0.065 0.009 -0.077
H -2.953 1.592 -0.150 -0.545 -0.782 -0.654
H 0.205 -2.959 3.184 -0.023 0.140 -0.099
H -0.439 3.761 0.649 0.203 -0.914 -0.791
H 1.494 1.796 -1.939 -0.916 -0.320 0.588
H 2.071 2.069 1.283 -1.059 -0.176 0.304
H -1.580 4.620 -0.960 -0.727 -0.841 -0.308
H 1.537 -2.378 2.166 -0.106 0.070 0.093
H -1.536 0.463 1.830 0.266 0.152 0.703
H -0.377 -0.536 -2.697 0.175 0.878 0.582
H -5.029 -2.044 -3.047 0.334 0.845 0.798
H 2.045 0.248 0.069 -0.828 -0.063 -0.544
H 2.210 -3.087 5.740 0.161 0.015 0.092
H 2.436 -0.080 -2.760 -0.683 -0.887 0.646
H -1.800 1.692 -3.701 -0.263 -0.083 1.177
H -3.090 3.521 -0.960 0.894 0.283 -0.145
H 1.299 -1.692 3.794 0.055 -0.125 0.001
H -2.441 4.229 -2.470 0.314 -0.563 0.897
H 2.830 -5.545 3.590 0.014 0.038 0.051
H 1.070 3.656 -0.329 -0.712 -0.542 0.284
H 0.277 0.811 -3.638 -0.505 -0.121 0.810
H 3.548 -2.501 4.717 0.053 -0.028 0.175
H -0.875 1.336 -0.276 0.336 0.635 0.807
H 3.572 -1.310 -0.195 0.591 0.286 -0.969
H -0.440 3.090 -2.501 -0.546 -0.435 0.758
H -2.933 -0.748 -4.020 -0.315 0.304 0.830
```
Forces are in eV/Å.

- Total energy: -170879.3592 eV
- Gap between HOMO and LUMO: 8.2826 eV
- Charge: +1